[1]
C6H11N | ωB97M-V/def2-TZVPD

Geometry as XYZ:
```
18
C6H11N, DFT ωB97M-V/def2-TZVPD
C 3.005 0.140 -0.014
C 1.610 -0.483 -0.140
N -1.183 -1.313 -0.349
C -0.842 -0.034 0.079
C 0.430 0.295 0.353
C -3.218 0.674 0.195
C -1.913 0.950 0.230
H 3.779 -0.597 0.186
H 3.275 0.704 -0.900
H 2.976 0.884 0.787
H 1.642 -1.480 0.320
H 1.409 -0.647 -1.207
H -0.427 -1.864 -0.704
H -2.066 -1.738 -0.153
H 0.538 1.298 0.755
H -3.915 1.422 0.546
H -3.563 -0.162 -0.403
H -1.535 1.950 0.417
```

## Properties
DFT total energy	-7888.98135	eV
SMILES	C=C/C(N)=C/CC
highest occupied orbital energy	-7.7	eV

---

[2]
C6H11N | ωB97M-V/def2-TZVPD

Geometry as XYZ:
```
18
C6H11N, DFT ωB97M-V/def2-TZVPD
C 0.033 -1.701 2.298
C 0.805 -0.767 1.342
C 0.310 0.334 0.778
N 0.927 1.105 -0.080
C -0.073 1.797 -0.954
C -0.442 -0.413 -2.062
C -0.906 0.909 -1.855
H -0.985 -1.285 2.382
H 0.445 -1.830 3.371
H -0.057 -2.678 1.849
H 1.834 -0.997 1.071
H -0.648 0.660 1.323
H 1.487 0.611 -0.800
H -0.608 2.469 -0.209
H 0.370 2.514 -1.673
H 0.593 -0.712 -2.100
H -1.133 -1.202 -2.531
H -1.952 1.185 -2.149
```

## Properties
DFT total energy	-7887.51462	eV
SMILES	C=CCN/C=C/C
highest occupied orbital energy	-7.8	eV

---

[3]
C6H11N | ωB97M-V/def2-TZVPD

Geometry as XYZ:
```
18
C6H11N, DFT ωB97M-V/def2-TZVPD
C -1.624 0.542 0.954
N -0.319 0.814 1.339
C 0.953 -0.350 -0.452
C 1.286 0.690 -1.159
C 1.486 2.144 -1.188
C -0.057 -2.700 -0.330
C 0.518 -1.424 0.224
H -2.290 0.254 1.810
H -1.589 -0.298 0.152
H -2.187 1.481 0.499
H -0.270 1.669 1.803
H -0.548 -2.611 -1.251
H 2.530 2.526 -1.123
H 0.945 2.657 -0.334
H 1.022 2.551 -2.105
H -0.851 -3.221 0.401
H 0.744 -3.402 -0.523
H 0.253 -1.321 1.285
```

## Properties
DFT total energy	-7882.59030	eV
highest occupied orbital energy	-6.5	eV

---

[4]
C6H11N | ωB97M-V/def2-TZVPD

Geometry as XYZ:
```
18
C6H11N, DFT ωB97M-V/def2-TZVPD
C -1.846 -1.329 -0.804
N -1.050 -0.074 -1.030
C -0.201 0.226 0.189
C 0.783 -0.666 0.411
C 1.684 -1.293 -0.601
C 0.924 1.967 1.394
C -0.239 1.605 0.726
H -2.822 -1.132 -0.331
H -1.239 -2.195 -0.298
H -1.902 -1.576 -1.868
H -1.699 0.690 -1.306
H 1.086 -0.686 1.472
H 2.715 -0.843 -0.735
H 1.198 -1.230 -1.589
H 1.744 -2.194 -0.084
H 1.248 3.091 1.615
H 1.530 1.409 2.056
H -1.146 2.122 0.392
```

## Properties
DFT total energy	-7885.99598	eV
SMILES	C=C/C(=C/C)NC
highest occupied orbital energy	-7.3	eV

---

[5]
C6H11N | ωB97M-V/def2-TZVPD

Geometry as XYZ:
```
18
C6H11N, DFT ωB97M-V/def2-TZVPD
C -1.955 -1.125 0.817
N -0.485 -1.255 0.811
C 0.226 -0.043 1.078
C 0.568 0.386 2.311
C 1.097 0.963 -2.573
C 0.463 0.326 -1.395
C 0.615 0.703 -0.130
H -2.282 -0.694 1.767
H -2.185 -0.427 0.014
H -2.395 -2.098 0.623
H -0.096 -1.893 1.494
H 1.588 0.718 2.461
H 0.046 -0.086 3.140
H 1.709 0.261 -3.154
H 1.746 1.808 -2.343
H 0.396 1.260 -3.359
H -0.389 -0.298 -1.658
H 1.332 1.495 0.096
```

## Properties
DFT total energy	-7888.27148	eV
SMILES	C=C(/C=C/C)NC
highest occupied orbital energy	-8.3	eV

---

[6]
C6H11N | ωB97M-V/def2-TZVPD

Geometry as XYZ:
```
18
C6H11N, DFT ωB97M-V/def2-TZVPD
C 1.302 -1.825 1.431
C 0.372 -1.291 0.348
C 0.479 0.222 0.098
C -0.860 0.816 -0.380
C -0.766 2.267 -0.862
C -1.424 -0.040 -1.439
N -1.833 -0.745 -2.260
H 1.129 -2.896 1.584
H 2.358 -1.690 1.173
H 1.119 -1.319 2.386
H 0.550 -1.820 -0.595
H -0.662 -1.531 0.628
H 0.767 0.749 1.017
H 1.258 0.438 -0.645
H -1.563 0.767 0.463
H -0.339 2.899 -0.077
H -0.131 2.341 -1.751
H -1.756 2.657 -1.117
```

## Properties
DFT total energy	-7890.40033	eV
SMILES	CCC[C@@H](C)C#N
highest occupied orbital energy	-11.3	eV